{"formula": "C64H45HfN9O2Se", "method": "wB97M-V/def2-TZVPD", "elements": ["C", "H", "C", "C", "C", "C", "C", "C", "H", "H", "C", "H", "C", "C", "C", "O", "H", "C", "C", "C", "N", "C", "C", "Hf", "H", "N", "C", "C", "H", "H", "H", "C", "C", "C", "C", "C", "C", "C", "H", "H", "C", "H", "C", "H", "C", "C", "H", "H", "C", "H", "H", "C", "H", "N", "H", "H", "C", "C", "H", "H", "O", "C", "C", "H", "H", "C", "H", "H", "C", "C", "Se", "H", "C", "C", "C", "N", "N", "H", "C", "H", "H", "C", "H", "H", "C", "C", "N", "C", "C", "C", "C", "C", "C", "C", "C", "H", "H", "C", "H", "H", "C", "H", "C", "C", "N", "C", "C", "H", "H", "H", "H", "C", "N", "C", "N", "H", "C", "C", "C", "H", "H", "H"], "coordinates": [[0.02, 1.59, 3.33], [-4.75, -0.66, -2.17], [-0.12, -7.26, -0.35], [-4.23, -0.23, 3.00], [7.20, -0.09, -2.37], [-1.11, -3.54, -6.04], [2.43, 3.62, 6.50], [-2.11, 1.50, 4.02], [4.04, -2.90, -1.49], [3.99, 2.91, 2.81], [-1.90, 0.64, 2.90], [0.33, -8.10, 0.16], [-3.20, 0.04, -0.89], [-2.56, -3.45, 0.86], [-3.30, -2.54, 1.53], [0.40, 2.29, -0.34], [-2.66, 4.94, -1.68], [-1.76, 5.83, 0.02], [0.10, -5.97, 0.13], [-4.51, -0.60, 4.31], [-2.43, 1.02, -0.43], [-4.27, 1.42, -2.48], [-0.91, 2.05, 4.32], [0.00, 0.19, 0.32], [-1.82, 6.83, -0.38], [-0.60, 0.72, 2.46], [2.65, -1.50, -0.45], [-6.57, 0.21, 2.64], [7.86, -1.71, -1.13], [2.51, 6.36, 4.51], [-2.09, -6.52, -3.00], [2.38, 5.33, 4.81], [1.42, 2.57, -3.73], [1.06, 3.05, -2.52], [0.48, -3.19, -3.89], [-1.48, -6.37, -2.11], [1.96, 4.39, 3.88], [3.09, -2.74, -1.02], [-3.01, -0.94, -0.49], [2.94, 5.68, 6.85], [-2.23, 4.76, -0.71], [-1.07, -8.46, -1.85], [-6.84, -0.15, 3.95], [-0.82, 4.07, 2.73], [-1.31, -2.83, 0.56], [2.61, 4.95, 6.12], [1.18, -3.08, -3.08], [-4.29, -2.67, 1.95], [-2.13, 3.47, -0.17], [-1.75, -3.68, -6.90], [2.05, -4.65, -1.18], [1.62, 0.31, -2.91], [-2.43, -2.10, -5.16], [-1.65, 3.26, 1.05], [1.34, -0.04, -5.55], [4.13, 1.34, -2.22], [2.09, -3.62, -0.87], [0.99, -2.91, -0.25], [3.04, 0.34, -5.24], [-7.37, 0.53, 1.99], [2.02, -0.81, -3.11], [-0.25, -3.49, -0.05], [-2.50, -1.37, 1.66], [1.53, 3.21, -4.60], [1.78, 4.69, 2.85], [5.83, -1.16, -0.71], [2.62, 3.32, 7.52], [-7.86, -0.12, 4.32], [0.78, -4.06, -4.93], [-0.48, -4.88, -0.52], [-1.32, -1.27, -2.58], [-3.05, 1.64, 4.53], [4.77, -0.31, -1.01], [-1.22, 5.60, 1.28], [-5.27, 0.17, 2.17], [1.98, 0.74, 1.27], [1.12, 0.77, -1.72], [-0.84, 6.40, 1.89], [4.12, 1.58, 1.08], [-0.68, 2.73, 5.12], [1.88, 1.65, 5.85], [-2.66, 2.27, -0.91], [1.98, 1.57, -5.97], [0.86, 4.09, -2.33], [3.55, 2.19, 2.14], [1.32, 2.06, 3.24], [-1.29, -1.53, 1.02], [2.21, 1.68, 2.25], [0.88, 2.06, -1.51], [-1.27, -5.09, -1.64], [6.15, 0.77, -2.67], [1.78, 3.06, 4.25], [2.03, 0.75, -5.26], [-1.21, 4.30, 1.75], [2.02, 2.69, 5.56], [1.69, -4.64, -4.89], [6.28, 1.53, -3.43], [4.95, 0.66, -1.99], [-3.60, 3.44, -2.44], [0.72, -5.81, 1.00], [-1.50, -2.64, -5.05], [8.14, 0.00, -2.89], [3.47, -0.39, -0.30], [3.15, 0.65, 0.58], [1.36, -1.61, 0.01], [-0.69, -2.44, -3.93], [-4.18, 0.20, -1.86], [-1.70, -4.23, -2.14], [-4.95, 1.58, -3.30], [-2.81, -4.47, 0.62], [-3.70, -0.93, 4.95], [-0.91, -7.46, -1.47], [0.01, -4.26, -6.00], [7.04, -1.05, -1.38], [1.66, 1.26, -3.95], [-6.02, -0.85, 5.80], [-5.81, -0.56, 4.78], [-3.50, 2.46, -2.00], [-2.84, -0.29, 2.46], [5.71, -1.90, 0.07], [5.12, 1.69, 0.71], [-5.05, 0.46, 1.14]], "lowdin_charge": [-0.242, 0.116, -0.081, -0.204, -0.088, -0.183, -0.075, 0.014, 0.118, 0.116, -0.245, 0.100, -0.309, 0.028, 0.019, -0.153, 0.098, -0.064, -0.039, -0.039, 0.068, -0.043, -0.009, 1.830, 0.108, 0.022, -0.239, -0.072, 0.103, 0.102, 0.107, -0.075, -0.044, 0.026, -0.126, -0.061, -0.043, 0.014, 0.046, 0.101, -0.018, 0.099, -0.089, 0.090, -0.261, -0.089, 0.064, 0.120, -0.225, 0.093, 0.122, -0.543, 0.081, 0.130, 0.101, 0.114, 0.005, -0.225, 0.096, 0.103, 0.074, -0.094, -0.281, 0.130, 0.119, -0.036, 0.103, 0.101, -0.161, -0.210, 0.787, 0.115, -0.194, -0.051, -0.016, 0.020, 0.063, 0.103, 0.028, 0.117, 0.124, -0.189, 0.088, 0.110, 0.022, -0.076, -0.005, -0.220, -0.486, -0.027, -0.072, -0.215, 0.003, -0.113, -0.031, 0.099, 0.102, -0.026, 0.098, 0.121, -0.149, 0.100, -0.084, -0.234, 0.033, -0.659, -0.088, 0.093, 0.114, 0.121, 0.125, -0.088, 0.036, -0.075, -0.033, 0.103, -0.076, -0.005, -0.081, 0.122, 0.118, 0.108], "e_above_lowest_kj_mol": 159.5, "orbital_gap_ev": 5.29, "charge": 0}